P:
One molecule with the formula C4H4S, computed with the ωB97M-V functional and the def2-TZVPD basis.

CARTESIAN COORDINATES (ANGSTROEM)
C -0.0575 0.6247 0.0667
C -1.2147 -0.3929 -0.0090
C 1.2971 0.7846 0.0447
C -2.3452 -0.8618 0.1043
S 2.4418 -0.5438 0.0848
H -0.5421 1.5734 0.1378
H 1.6834 -1.4118 -0.4314
H 1.8994 1.6411 -0.1806
H -3.1623 -1.4135 0.1828

Results
SMILES   C#C/C=C\S
Orbital gap   9.2 eV

Q:
One molecule with the formula C4H4S, computed with the ωB97M-V functional and the def2-TZVPD basis.

CARTESIAN COORDINATES (ANGSTROEM)
C -0.0863 0.7076 -0.0056
C -1.1151 -0.3320 -0.0050
C 1.2787 0.8134 -0.0035
C -2.1517 -0.9848 -0.0026
S 2.3980 -0.5296 0.0025
H -0.5839 1.6779 0.0100
H 1.4602 -1.4780 -0.0155
H 1.7658 1.7704 -0.0006
H -2.9657 -1.6448 0.0203

Results
SMILES   C#C/C=C\S
Orbital gap   9.2 eV

R:
C4H4S as an isolated structure, computed with the ωB97M-V functional and the def2-TZVPD basis.

CARTESIAN COORDINATES (ANGSTROEM)
C -0.7260 -0.9554 -0.1719
C 0.3474 -0.0811 -0.2001
C -1.8102 -0.0343 0.0155
C -0.6379 1.0676 -0.0687
S 2.5457 -0.1348 -0.1872
H -0.8538 -2.0987 -0.1918
H 2.5463 -1.1289 0.7012
H -0.5012 1.5671 0.8994
H -0.9103 1.7984 -0.7964

Results
Orbital gap   7.8 eV

Least stable: R

P:
C26H36BN6OTc as an isolated structure, computed with the ωB97M-V functional and the def2-TZVPD basis.

CARTESIAN COORDINATES (ANGSTROEM)
Tc 0.4835 -0.4911 0.1473
C -1.3256 -0.1634 -3.0570
C -0.1464 0.8265 -3.1132
C -0.1279 1.5566 -4.4543
C 1.1319 0.0960 -2.8604
C 2.1577 -0.2022 -3.7529
C 3.0863 -0.9373 -3.0327
N 2.6526 -1.0587 -1.7749
N 1.4562 -0.4190 -1.6461
B 3.3296 -1.7618 -0.6025
N 2.3481 -2.8505 -0.1134
C 2.5001 -4.1651 0.0388
C 1.3094 -4.6656 0.5458
C 0.4386 -3.5375 0.6807
N 1.0937 -2.4478 0.2814
C -0.9638 -3.5206 1.1300
C -1.5032 -2.0943 1.1783
C -1.8289 -4.4080 0.2059
N 3.4084 -0.7748 0.5663
C 4.4808 -0.4767 1.3115
C 4.0916 0.3924 2.3045
C 2.7108 0.5847 2.1360
N 2.3094 -0.1184 1.0509
C 1.8933 1.4521 3.0308
C 2.3636 2.9151 2.9146
C 0.3875 1.3516 2.8298
H -2.2649 0.3643 -3.2174
H -1.2206 -0.9173 -3.8379
H -1.3761 -0.6804 -2.0921
H -0.2625 1.5653 -2.3156
H -0.0751 0.8516 -5.2853
H -1.0415 2.1366 -4.5700
H 0.7221 2.2348 -4.5297
H 2.2237 0.0655 -4.7930
H 4.0246 -1.3692 -3.3438
H 4.3834 -2.2082 -0.8940
H 3.4173 -4.6721 -0.2198
H 1.0969 -5.6926 0.8028
H -0.9913 -3.9643 2.1337
H -1.5867 -1.7090 0.1470
H -2.5065 -2.0833 1.5989
H -0.8869 -1.4415 1.8241
H -1.8372 -4.0150 -0.8123
H -1.4633 -5.4336 0.1762
H -2.8512 -4.4255 0.5794
H 5.4519 -0.8926 1.0933
H 4.7124 0.8099 3.0796
H 2.1277 1.1243 4.0488
H 2.2277 3.2844 1.8961
H 1.7829 3.5367 3.5944
H 3.4149 3.0223 3.1745
H 0.0813 1.9739 1.9928
H 0.0636 0.3109 2.6693
H -0.1297 1.7071 3.7193
C -0.7938 3.4011 -0.0997
C -1.5349 2.1126 0.0665
O -0.8783 1.0355 -0.0369
C -2.9463 2.1342 0.3367
C -3.6374 3.3520 0.4978
C -4.9723 3.3584 0.8387
C -5.6552 2.1606 1.0308
C -4.9977 0.9460 0.8363
C -3.6668 0.9344 0.4939
H 0.2688 3.2303 -0.2582
H -0.9259 4.0421 0.7727
H -1.2005 3.9439 -0.9565
H -3.1394 4.3010 0.3544
H -5.4920 4.2983 0.9647
H -6.6961 2.1712 1.3249
H -5.5410 0.0179 0.9528
H -3.1653 -0.0045 0.3167

Results
Total charge   +3
2S+1   4
⟨S²⟩   3.778
Orbital gap (spin up / spin down)   7.2 / 3.8 eV

Q:
C26H36BN6OTc as an isolated structure, computed with the ωB97M-V functional and the def2-TZVPD basis.

CARTESIAN COORDINATES (ANGSTROEM)
Tc 0.4720 -0.2994 -0.0438
C -1.7899 -2.3779 2.7909
C -0.3002 -2.4730 2.4389
C -0.0712 -2.8029 0.9499
C 0.4627 -1.2435 2.8265
C 0.9921 -0.8487 4.0535
C 1.7617 0.2736 3.7914
N 1.6762 0.5679 2.4850
N 0.8413 -0.3454 1.8977
B 2.5752 1.4168 1.5692
N 3.3172 0.3390 0.6359
C 4.5881 0.1076 0.5313
C 4.7338 -0.9849 -0.3598
C 3.3531 -1.3713 -0.7544
N 2.5415 -0.5558 -0.1689
C 2.9600 -2.5128 -1.6084
C 4.0809 -2.8868 -2.5924
C 1.6242 -2.2834 -2.3220
N 1.7431 2.2569 0.6048
C 1.8287 3.5438 0.2394
C 0.9957 3.7568 -0.8491
C 0.4233 2.5226 -1.1378
N 0.8603 1.6316 -0.2243
C -0.4725 2.0634 -2.2493
C -0.5410 3.0986 -3.3704
C 0.0352 0.7088 -2.7729
H -2.2863 -3.3177 2.5542
H -1.9252 -2.1882 3.8546
H -2.2819 -1.5847 2.2326
H 0.1264 -3.2881 3.0291
H -0.7512 -2.2410 0.2932
H 0.9912 -2.6963 0.6662
H -0.3137 -3.8428 0.7308
H 0.8690 -1.3395 5.0037
H 2.3705 0.8665 4.4550
H 3.3680 2.0618 2.1708
H 5.3283 0.6878 1.0626
H 5.6589 -1.4459 -0.6778
H 2.8385 -3.3603 -0.9088
H 4.3006 -2.0660 -3.2768
H 5.0001 -3.1778 -2.0826
H 3.7607 -3.7404 -3.1843
H 1.6642 -1.4094 -2.9778
H 1.3874 -3.1529 -2.9319
H 0.7790 -2.1863 -1.6293
H 2.4735 4.2296 0.7651
H 0.8548 4.6829 -1.3783
H -1.4768 1.9266 -1.8503
H 0.4436 3.2757 -3.8049
H -1.2029 2.7442 -4.1583
H -0.9381 4.0472 -3.0098
H 1.0766 0.7689 -3.0922
H -0.0854 -0.1221 -2.0394
H -0.5646 0.3686 -3.6165
C -1.9258 1.7345 1.7221
C -2.3896 0.7717 0.6726
O -1.5308 0.0365 0.0610
C -3.7732 0.6516 0.3215
C -4.7427 1.4942 0.9155
C -6.0833 1.3777 0.5581
C -6.4654 0.4193 -0.3792
C -5.5232 -0.4253 -0.9744
C -4.1811 -0.3091 -0.6311
H -0.8855 1.5640 1.9874
H -2.5436 1.6569 2.6151
H -2.0318 2.7579 1.3527
H -4.4535 2.2401 1.6437
H -6.8269 2.0216 1.0044
H -7.5091 0.3269 -0.6495
H -5.8469 -1.1623 -1.6952
H -3.4445 -0.9587 -1.0845

Results
Total charge   +3
2S+1   4
⟨S²⟩   3.772
Orbital gap (spin up / spin down)   8.1 / 4.2 eV

Least stable: P

P:
C2H10CdO10 as an isolated structure, computed with the ωB97M-V functional and the def2-TZVPD basis.

CARTESIAN COORDINATES (ANGSTROEM)
Cd -31.1639 -2.0322 0.7490
C -29.7388 0.8280 1.4071
O -29.9387 1.8568 2.0771
O -28.5068 0.7351 0.8914
O -30.5571 -0.0268 1.1054
H -27.9655 1.4686 1.1356
C -31.8915 -4.4473 0.2180
O -31.6386 -3.7199 -0.7220
O -32.6910 -5.5770 0.0649
O -31.5924 -4.1908 1.3778
H -33.0286 -5.5676 -0.8070
O -29.3635 -2.3598 1.9477
H -28.4588 -2.0194 1.7462
H -29.1196 -3.2615 2.1666
O -33.0436 -1.2944 -0.2783
H -32.9413 -0.3355 -0.2905
H -33.6811 -1.3236 -0.9998
O -29.6739 -1.7846 -1.0459
H -29.3493 -2.7084 -1.1739
H -28.9836 -1.2176 -1.3935
O -32.5240 -1.6081 2.7214
H -32.3752 -0.8602 3.2627
H -32.4119 -2.3382 3.2994

Results
Orbital gap   8.5 eV

Q:
C2H10CdO10 as an isolated structure, computed with the ωB97M-V functional and the def2-TZVPD basis.

CARTESIAN COORDINATES (ANGSTROEM)
Cd 0.0395 0.4392 0.1735
C 0.8425 -1.7348 -2.2095
O -0.0735 -1.8298 -3.0895
O 1.8005 -2.6888 -2.0805
O 0.7905 -0.7328 -1.4915
H 1.7495 -3.2988 -2.8435
C -0.5165 2.0832 2.0325
O -0.4205 2.5122 0.8755
O -0.8265 2.9352 3.0405
O -0.4795 0.9042 2.2875
H -1.2095 3.7672 2.7715
O -2.1635 -0.2128 0.1615
H -2.8615 0.2042 0.6565
H -2.5375 -0.4038 -0.6865
O 0.2135 -1.8068 0.7715
H 1.1135 -2.1198 0.6005
H 0.0575 -1.8248 1.7335
O -0.8115 1.3892 -1.7285
H -0.9495 0.9052 -2.5515
H -1.3125 2.1562 -1.8815
O 2.2895 0.0642 0.9145
H 2.7845 -0.7568 0.6965
H 2.4815 0.0492 1.8465

Results
Orbital gap   8.2 eV

Least stable: Q

P:
One molecule with the formula C4HNS, computed with the ωB97M-V functional and the def2-TZVPD basis.

CARTESIAN COORDINATES (ANGSTROEM)
C 0.6666 -0.2854 -0.6031
C -0.7252 -0.3293 -0.2383
C -1.8698 0.2099 0.1558
C 1.6074 0.0567 0.7015
H -2.8433 0.6375 0.2817
N 1.9727 0.0278 1.8582
S 1.1916 -0.3172 -2.1559

Results
SMILES   C#CC(=S)C#N
Orbital gap   7.8 eV

Q:
One molecule with the formula C4HNS, computed with the ωB97M-V functional and the def2-TZVPD basis.

CARTESIAN COORDINATES (ANGSTROEM)
C -0.4968 -0.4622 0.5803
C -0.2952 0.1391 -0.6943
C 0.0606 0.6343 -1.7574
C 0.5637 -0.1669 1.4644
H 0.4901 1.1377 -2.6491
N 1.4823 0.1481 2.1234
S -1.8049 -1.4302 0.9327

Results
SMILES   C#CC(=S)C#N
Orbital gap   7.6 eV

Least stable: P

P:
A 2-piece molecular cluster, C3H8OS overall, computed with the ωB97M-V functional and the def2-TZVPD basis.

CARTESIAN COORDINATES (ANGSTROEM)
C 1.0091 -0.2310 -1.3825
C -1.1109 -0.3685 0.8469
C -0.5813 0.6572 -0.1779
O -0.1266 -0.8808 1.6458
S 0.3835 1.9693 0.4177
H 1.3631 0.3303 -2.2393
H 1.5275 -0.3197 -0.5003
H 0.5514 -1.1540 -1.7255
H -1.8174 -1.1571 0.4101
H -1.8188 0.1883 1.4757
H -1.3763 0.8030 -0.9366
H 0.7072 -1.0578 1.1374
H 1.2894 1.2209 1.0283

Results
Orbital gap   9.0 eV

Q:
One molecule with the formula C3H8OS, computed with the ωB97M-V functional and the def2-TZVPD basis.

CARTESIAN COORDINATES (ANGSTROEM)
C 1.5657 1.1471 0.0015
C -0.2237 -0.3408 0.6331
C -2.6333 0.0280 -0.1708
H 2.6181 1.5066 0.0215
H 1.2219 1.9378 -0.6863
H 1.0327 1.6549 1.0148
H 0.0989 0.1055 1.6698
H -0.8101 -1.4763 0.9407
H -3.3578 0.5961 -0.6799
H -3.1177 0.2659 0.7511
H -2.7578 -1.1844 -0.4550
O -1.0948 0.4660 -0.2302
S 1.3487 -0.7588 -0.2199

Results
SMILES   COCSC
Orbital gap   9.9 eV

Least stable: Q

P:
One molecule with the formula C3H8OS, computed with the ωB97M-V functional and the def2-TZVPD basis.

CARTESIAN COORDINATES (ANGSTROEM)
C 1.9826 -0.4546 0.1310
C -0.1317 0.3365 0.3231
C -1.4962 0.6466 -0.2930
H 2.5227 -1.0586 -0.4543
H 2.5548 0.6049 -0.1616
H 2.1976 -1.0653 1.1079
H -0.0087 0.0470 1.3827
H 0.2538 1.2805 -0.0450
H -1.6844 0.8650 -1.3561
H -1.7512 1.5287 0.5602
H -2.4186 -1.5811 -0.9668
O 0.6689 -0.5737 -0.3834
S -2.6896 -0.5760 0.1552

Results
SMILES   COCCS
Orbital gap   9.7 eV

Q:
One molecule with the formula C3H8OS, computed with the ωB97M-V functional and the def2-TZVPD basis.

CARTESIAN COORDINATES (ANGSTROEM)
C -0.2949 1.6948 0.8436
O 0.1330 1.9870 2.2268
C 0.4658 0.4240 0.1779
C -0.6564 -0.5044 -0.4143
S 0.1972 -1.8249 -1.5129
H -1.4099 1.5381 0.9738
H -0.1473 2.5898 0.1471
H 0.5578 2.7670 2.2971
H 1.1736 0.7773 -0.5393
H 0.9786 -0.2773 0.9204
H -1.4170 0.1942 -0.8910
H -1.1878 -1.2023 0.3679
H 0.1456 -2.7714 -0.5275

Results
SMILES   OCCCS
Orbital gap   10.0 eV

Least stable: P

P:
One molecule with the formula C4H4N2O, computed with the ωB97M-V functional and the def2-TZVPD basis.

CARTESIAN COORDINATES (ANGSTROEM)
O 2.3346 -1.3949 -0.0136
C 1.2607 -0.8371 -0.1068
C 1.1123 0.6281 -0.0458
C -0.1058 1.1710 0.1195
N -1.2158 0.3521 0.1339
C -1.0578 -0.9822 -0.1240
N 0.0660 -1.5793 -0.2783
H 2.0076 1.2382 -0.0740
H -0.2932 2.2351 0.2253
H -2.1215 0.7140 0.3855
H -1.9870 -1.5450 -0.2216

Results
SMILES   O=c1cc[nH]cn1
Orbital gap   9.7 eV

Q:
One molecule with the formula C4H4N2O, computed with the ωB97M-V functional and the def2-TZVPD basis.

CARTESIAN COORDINATES (ANGSTROEM)
O -2.7538 -1.0805 -0.0985
C -2.1193 -0.0642 0.0252
C -0.6526 0.0497 0.3643
C 0.1365 1.0947 0.0071
N 1.4462 1.0156 -0.2549
C 1.8154 -0.2571 -0.1171
N 0.9120 -1.1654 0.1650
H -2.6545 0.9234 -0.1479
H -0.3601 2.0607 -0.0367
H 2.8847 -0.4808 -0.2394
H 1.3455 -2.0962 0.3329

Results
Orbital gap   9.2 eV

R:
One molecule with the formula C4H4N2O, computed with the ωB97M-V functional and the def2-TZVPD basis.

CARTESIAN COORDINATES (ANGSTROEM)
C -0.0721 0.5130 0.4855
C -0.2702 0.1331 -0.9266
C -0.7650 -1.2989 -1.3631
C 0.8201 1.6629 0.6381
H 0.4916 -0.4740 2.3295
H -0.6816 -1.4904 1.5188
H -0.2216 1.1868 -1.4274
H -0.4387 -1.4329 -2.4934
N -0.2483 -0.4882 1.5180
N 1.9430 2.4516 0.2047
O -1.1612 -2.1992 -0.6238

Results
SMILES   N#C/C(N)=C/C=O
Orbital gap   7.7 eV

S:
A 2-piece molecular cluster, C4H4N2O overall, computed with the ωB97M-V functional and the def2-TZVPD basis.

CARTESIAN COORDINATES (ANGSTROEM)
O -0.9621 0.6473 2.0056
C -0.5233 0.4089 0.9160
C 0.4763 -0.5066 0.4170
C 0.9343 -0.7534 -0.7056
N 0.4673 -0.0853 -1.7882
C -0.5151 0.8380 -1.4625
N -0.9640 1.0702 -0.2855
H 0.9147 -1.5843 3.0721
H 0.3018 -1.2097 2.8903
H 0.7753 -0.2106 -2.7408
H -0.9190 1.3963 -2.3042

Results
SMILES   O=c1c#c[nH]cn1.[H][H]
Orbital gap   9.3 eV

Least stable: R

P:
A 2-piece molecular cluster, C4H12O2 overall, computed with the ωB97M-V functional and the def2-TZVPD basis.

CARTESIAN COORDINATES (ANGSTROEM)
C 0.6897 2.7209 0.4125
C -0.0366 1.3943 0.6492
C 0.8551 0.2454 0.2494
C 0.2759 -1.1605 0.7975
O 1.0194 0.1486 -1.0754
H 1.5837 2.7793 1.0452
H 1.0790 2.7818 -0.6035
H 0.0537 3.5480 0.7041
H -1.0284 1.3485 0.1784
H -0.3154 1.2828 1.7006
H 1.8630 0.2796 0.6562
H 0.9043 -1.9333 0.3880
H -0.7451 -1.2284 0.4455
H 0.3732 -1.1719 1.8759
H 0.2157 0.4349 -1.5603
H -2.7436 -3.9419 -1.3415
H -1.9753 -4.0452 -2.6521
O -2.0680 -3.4827 -1.8698

Results
Total charge   +1
2S+1   2
⟨S²⟩   0.754
Orbital gap (spin up / spin down)   11.3 / 5.1 eV

Q:
A 3-piece molecular cluster, C4H12O2 overall, computed with the ωB97M-V functional and the def2-TZVPD basis.

CARTESIAN COORDINATES (ANGSTROEM)
C -1.5654 2.9560 1.7674
C -1.7580 1.6557 1.1586
C -0.7116 0.7229 1.0378
C -0.8782 -0.6491 0.5725
H -0.6051 3.1585 2.1950
H -1.8285 3.7316 1.0538
H -2.3059 3.0773 2.5778
H -2.7290 1.3976 0.7434
H 0.3079 1.0223 1.2703
H -1.5221 -0.6885 -0.3049
H 0.0417 -1.1943 0.4182
H -1.4058 -1.1813 1.3885
H 7.3322 1.5846 0.0911
H 6.9107 0.6719 1.2263
O 6.8929 0.7476 0.2641
H -2.4188 -3.7826 -4.0711
H -3.7809 -4.2710 -3.9971
O -2.8819 -4.6327 -3.9715

Results
Total charge   +1
2S+1   2
⟨S²⟩   0.752
Orbital gap (spin up / spin down)   8.4 / 4.9 eV

Least stable: P